Version w
The following is a quantum chemistry calculation of a 2-piece molecular cluster, C4H8NO3 overall, from the OMol25 dataset.

## Properties
* LUMO: 3.6 eV
* HOMO-LUMO gap: 7.7 eV
* charge: -1

Structure (XYZ):
```
16
C4H8NO3 | the OMol25 dataset | ωB97M-V/def2-TZVPD
C -1.82 1.05 0.05
C -1.09 2.35 0.46
O -1.58 3.44 0.37
N 0.02 1.99 1.20
H 0.66 2.71 1.46
H 0.22 1.04 1.43
H -2.37 1.34 -0.84
H -2.38 0.52 0.83
H -1.11 0.27 -0.24
C 1.75 -2.06 -1.19
C 0.68 -2.14 -0.03
O 1.18 -1.69 1.04
O -0.44 -2.67 -0.10
H 2.19 -3.06 -1.44
H 2.58 -1.45 -0.84
H 1.50 -1.65 -2.18
```

Version x
The following is a quantum chemistry calculation of C4H8NO3 as an isolated structure, from the OMol25 dataset.

## Properties
* LUMO: 3.1 eV
* HOMO-LUMO gap: 5.8 eV
* charge: -1

Structure (XYZ):
```
16
C4H8NO3 | the OMol25 dataset | ωB97M-V/def2-TZVPD
O 0.31 -1.92 -0.47
C -0.12 -0.86 -0.01
N 0.47 0.10 0.89
C 1.66 -0.61 1.67
O 2.45 0.25 2.28
C -1.40 -0.24 -0.66
C -1.16 1.22 -1.05
O -2.07 1.59 -2.10
H 0.85 0.00 -0.18
H 1.14 -1.33 2.33
H 2.19 -1.23 0.92
H -2.20 -0.43 0.07
H -1.67 -0.68 -1.62
H -0.14 1.17 -1.47
H -1.14 1.98 -0.26
H -1.63 2.21 -2.69
```

Least stable = version x

Version w
The following is a quantum chemistry calculation of a 2-piece molecular cluster, C4H8NO3 overall, from the OMol25 dataset.

## Properties
* LUMO: 3.5 eV
* HOMO-LUMO gap: 7.9 eV
* charge: -1

Structure (XYZ):
```
16
C4H8NO3 | the OMol25 dataset | ωB97M-V/def2-TZVPD
C 0.54 -0.85 -2.78
C 1.41 -0.16 -1.78
O 2.17 0.76 -2.07
N 0.87 -0.16 -0.50
H 0.32 -0.02 -3.44
H -0.41 -1.24 -2.44
H 0.63 -1.04 -0.06
H 1.15 0.43 0.25
H 1.19 -1.55 -3.33
C -0.93 1.14 2.42
C -1.40 -0.32 2.26
O -2.59 -0.58 2.45
O -0.46 -1.07 1.85
H -1.79 1.85 2.36
H -0.37 1.44 1.53
H -0.33 1.37 3.30
```

Version x
The following is a quantum chemistry calculation of an isolated ion of composition C4H8NO3 and charge -1, from the OMol25 dataset.

## Properties
* LUMO: 4.1 eV
* HOMO-LUMO gap: 8.0 eV
* charge: -1

Structure (XYZ):
```
16
C4H8NO3 | the OMol25 dataset | ωB97M-V/def2-TZVPD
C -0.73 -1.78 -1.08
N -0.89 -0.36 -0.73
C 0.07 0.16 0.23
C -0.42 1.47 0.83
O -0.21 1.51 2.27
C 1.56 0.25 -0.26
O 2.34 0.57 0.66
O 1.75 0.02 -1.47
H -1.65 -2.05 -1.60
H -0.62 -2.36 -0.16
H 0.16 -1.97 -1.68
H -0.82 0.14 -1.61
H 0.13 -0.56 1.02
H 0.20 2.29 0.44
H -1.48 1.61 0.71
H 0.62 1.05 2.43
```

Least stable = version x

Version w
The following is a quantum chemistry calculation of a 2-piece molecular cluster, C4H8NO3 overall, from the OMol25 dataset.

## Properties
* LUMO: 4.1 eV
* HOMO-LUMO gap: 8.8 eV
* charge: -1

Structure (XYZ):
```
16
C4H8NO3 | the OMol25 dataset | ωB97M-V/def2-TZVPD
C -0.19 -0.33 2.45
C 1.26 -0.45 2.01
O 2.15 -0.62 2.85
N 1.73 -0.36 0.76
H 2.71 -0.41 0.46
H 1.24 0.21 -0.07
H -0.60 -1.34 2.63
H -0.91 0.19 1.62
H -0.35 0.40 3.27
C -1.26 0.29 -2.93
C -0.78 0.59 -1.47
O 0.45 1.00 -1.43
O -1.47 0.35 -0.51
H -1.08 -0.71 -3.09
H -0.58 0.92 -3.60
H -2.31 0.27 -2.94
```

Version x
The following is a quantum chemistry calculation of C4H8NO3 as an isolated structure, from the OMol25 dataset.

## Properties
* LUMO: 3.1 eV
* HOMO-LUMO gap: 6.0 eV
* charge: -1

Structure (XYZ):
```
16
C4H8NO3 | the OMol25 dataset | ωB97M-V/def2-TZVPD
O -0.14 2.48 0.07
C -0.80 1.59 0.57
O -2.00 1.65 1.16
C -0.14 0.15 0.62
C -0.24 -0.34 -0.83
C 0.42 -1.71 -1.18
O 1.71 -1.88 -0.87
N 1.23 0.27 1.18
H -1.00 1.66 1.79
H -0.77 -0.51 1.20
H -1.35 -0.48 -0.75
H -0.05 0.50 -1.49
H 0.12 -1.81 -2.28
H -0.29 -2.46 -0.72
H 1.77 -0.35 0.56
H 1.52 1.23 0.97
```

Least stable = version x